--- i ---
This record from the Open Molecules 2025 dataset describes a 2-piece molecular cluster, C6H12N overall. The level of theory is ωB97M-V with the def2-TZVPD basis set.

XYZ file:
```
19
Properties=species:S:1:pos:R:3
C -2.162 0.813 -0.329
C -2.163 0.643 1.206
C -0.706 0.749 1.689
C -0.017 -0.379 0.955
C 0.478 -0.281 -0.240
N 4.091 -1.357 -1.934
C 2.930 -0.887 -1.985
H -2.118 1.878 -0.549
H -1.124 0.448 -0.671
H -2.919 0.339 -0.915
H -2.786 1.406 1.657
H -2.397 -0.400 1.428
H -0.267 1.657 1.276
H -0.611 0.761 2.769
H 0.023 -1.378 1.417
H 0.459 -1.244 -0.771
H 4.492 -1.374 -0.999
H 2.458 -0.429 -1.104
H 2.340 -0.963 -2.900
```

## Properties
Net charge: +1
Orbital gap: 4.4 eV
HOMO: -12.96 eV
Molecular weight: 98.17 g mol⁻¹
LUMO energy: -8.604 eV


--- ii ---
This record from the Open Molecules 2025 dataset describes C6H12N as an isolated structure. The level of theory is ωB97M-V with the def2-TZVPD basis set.

XYZ file:
```
19
Properties=species:S:1:pos:R:3
C -1.071 0.321 0.764
C 0.393 0.486 1.029
C 0.569 -0.113 -0.389
C 0.702 1.951 1.334
C 1.450 -1.384 -0.643
C -1.778 -0.857 -1.286
N -0.886 -0.297 -0.370
H -1.877 0.757 1.241
H 0.833 -0.172 1.767
H 0.820 0.596 -1.095
H 1.768 2.013 1.680
H 0.004 2.195 2.182
H 0.424 2.498 0.449
H 1.948 -1.778 0.328
H 2.206 -1.156 -1.330
H 0.826 -2.094 -1.001
H -2.542 -0.236 -1.692
H -2.560 -1.518 -0.851
H -1.230 -1.214 -2.118
```

## Properties
Net charge: +1
Orbital gap: 11.0 eV
HOMO: -15.72 eV
Molecular weight: 98.17 g mol⁻¹
LUMO energy: -4.710 eV


--- iii ---
This record from the Open Molecules 2025 dataset describes C6H12N as an isolated structure. The level of theory is ωB97M-V with the def2-TZVPD basis set.

XYZ file:
```
19
Properties=species:S:1:pos:R:3
C 2.040 0.020 0.077
C 2.951 -0.863 0.125
C 1.303 1.219 0.022
C 0.146 0.473 0.590
C -1.192 -1.394 -0.368
C -2.156 0.872 0.054
N -0.920 0.061 -0.244
H 2.966 -1.837 0.512
H 3.963 -0.441 -0.199
H 1.671 2.038 0.602
H 1.148 1.353 -0.992
H 0.071 0.418 1.659
H -1.443 -1.861 0.639
H -2.047 -1.363 -0.928
H -0.458 -2.020 -0.785
H -2.101 1.285 1.049
H -2.418 1.548 -0.774
H -2.976 0.098 0.064
H -0.548 0.394 -1.104
```

## Properties
Net charge: +1
Orbital gap: 9.3 eV
HOMO: -12.39 eV
Molecular weight: 98.17 g mol⁻¹
LUMO energy: -3.049 eV


Stability, highest: ii


--- i ---
This record from the Open Molecules 2025 dataset describes a 2-piece molecular cluster, C6H12N overall. The level of theory is ωB97M-V with the def2-TZVPD basis set.

XYZ file:
```
19
Properties=species:S:1:pos:R:3
C 3.160 0.118 -0.133
C 2.183 0.817 0.289
C -1.607 1.267 0.016
C -2.363 0.105 0.339
C -0.889 0.261 0.876
C 0.188 -1.352 -0.793
N 0.236 -0.491 0.395
H 4.216 0.466 -0.427
H 3.044 -0.955 -0.324
H 1.874 1.767 0.846
H -1.242 1.421 -1.039
H -1.944 2.246 0.487
H -2.996 0.080 1.202
H -2.574 -0.889 -0.287
H -0.807 0.513 2.025
H 1.154 -1.729 -1.019
H -0.588 -2.088 -0.643
H -0.201 -0.760 -1.670
H 0.743 -0.945 1.168
```

## Properties
Net charge: +1
Orbital gap (alpha / beta): 7.8 / 7.8 eV
HOMO (alpha / beta): -13.28 / -13.28 eV
Molecular weight: 98.17 g mol⁻¹
LUMO energy (alpha / beta): -5.518 / -5.517 eV


--- ii ---
This record from the Open Molecules 2025 dataset describes a 2-piece molecular cluster, C6H12N overall. The level of theory is ωB97M-V with the def2-TZVPD basis set.

XYZ file:
```
19
Properties=species:S:1:pos:R:3
C 0.638 -2.025 0.532
C 0.623 -0.541 0.637
C 0.073 -0.235 -0.672
C 0.731 0.286 1.865
C 0.534 -0.393 -2.058
C -1.623 2.593 -0.342
N -0.562 -1.308 0.124
H 1.177 -2.518 -0.268
H 0.571 -2.599 1.450
H -0.214 0.341 2.401
H 1.035 1.297 1.602
H 1.477 -0.136 2.535
H 1.349 0.304 -2.232
H -0.273 -0.167 -2.752
H 0.882 -1.407 -2.279
H -0.690 3.115 -0.405
H -2.118 2.511 0.607
H -2.111 2.267 -1.237
H -1.499 -1.388 0.492
```

## Properties
Net charge: +1
Orbital gap (alpha / beta): 7.3 / 10.5 eV
HOMO (alpha / beta): -12.37 / -13.87 eV
Molecular weight: 98.17 g mol⁻¹
LUMO energy (alpha / beta): -5.024 / -3.407 eV


--- iii ---
This record from the Open Molecules 2025 dataset describes an isolated ion of composition C6H12N and charge +1. The level of theory is ωB97M-V with the def2-TZVPD basis set.

XYZ file:
```
19
Properties=species:S:1:pos:R:3
C 0.372 0.312 -1.503
C -0.871 1.353 0.404
C -0.727 0.038 -0.470
C 0.782 -0.088 -0.127
C -1.816 -1.032 -0.301
C 1.706 -1.157 0.405
N 0.636 1.382 0.698
H 0.423 -0.427 -2.208
H 0.628 1.275 -1.975
H -1.203 2.308 -0.014
H -1.405 0.874 1.320
H -1.899 -1.338 0.820
H -1.544 -1.864 -0.896
H -2.729 -0.605 -0.740
H 2.557 -1.389 -0.220
H 1.102 -2.043 0.627
H 2.067 -0.808 1.351
H 1.063 2.163 0.166
H 0.864 1.433 1.682
```

## Properties
Net charge: +1
Orbital gap: 11.6 eV
HOMO: -14.74 eV
Molecular weight: 98.17 g mol⁻¹
LUMO energy: -3.170 eV


--- iv ---
This record from the Open Molecules 2025 dataset describes a 2-piece molecular cluster, C6H12N overall. The level of theory is ωB97M-V with the def2-TZVPD basis set.

XYZ file:
```
19
Properties=species:S:1:pos:R:3
C 1.294 1.674 -0.130
C 1.834 2.844 0.118
N 0.244 1.123 0.755
H 1.494 1.041 -0.981
H 2.595 3.253 -0.531
H 1.552 3.459 0.966
H 0.166 1.686 1.602
H -0.663 1.137 0.269
H 0.403 0.118 0.930
C 0.894 -2.032 -0.350
C -0.388 -1.990 0.017
C -1.409 -1.152 -0.614
C -2.606 -0.933 -0.074
H 1.230 -1.495 -1.229
H 1.571 -2.674 0.195
H -0.708 -2.603 0.855
H -1.196 -0.741 -1.599
H -3.339 -0.308 -0.569
H -2.919 -1.411 0.847
```

## Properties
Net charge: +1
Orbital gap: 9.8 eV
HOMO: -13.11 eV
Molecular weight: 98.17 g mol⁻¹
LUMO energy: -3.275 eV


Stability, highest: iv


--- i ---
This record from the Open Molecules 2025 dataset describes C25H17ClN5O4PPt as an isolated structure. The level of theory is ωB97M-V with the def2-TZVPD basis set.

XYZ file:
```
54
Properties=species:S:1:pos:R:3
Pt -0.167 0.108 -0.020
O 2.783 -3.799 3.520
C 1.484 -3.795 3.653
O 0.884 -4.556 4.377
C 0.695 -2.799 2.850
C -0.677 -2.736 2.955
N -1.106 -1.800 2.100
N -0.076 -1.246 1.451
C 1.044 -1.818 1.891
C 2.403 -1.342 1.349
O 3.404 -1.958 1.771
O 2.346 -0.421 0.529
H 3.105 -3.078 2.863
H -1.345 -3.296 3.586
H -2.032 -1.426 1.976
Cl -0.247 1.646 -1.800
C 0.687 0.826 -3.057
C 1.253 1.596 -4.050
C 1.998 0.952 -5.029
C 2.161 -0.425 -4.999
C 1.575 -1.175 -3.988
C 0.820 -0.550 -3.003
P -0.005 -1.422 -1.652
C 0.864 -2.990 -1.427
C 0.175 -4.202 -1.468
C 0.845 -5.387 -1.207
C 2.199 -5.368 -0.907
C 2.893 -4.165 -0.886
C 2.233 -2.977 -1.149
C -1.650 -1.847 -2.285
C -1.984 -1.722 -3.629
C -3.265 -2.039 -4.061
C -4.213 -2.488 -3.155
C -3.885 -2.618 -1.811
C -2.612 -2.290 -1.378
H 1.132 2.671 -4.049
H 2.464 1.539 -5.809
H 2.754 -0.918 -5.758
H 1.707 -2.249 -3.955
H -0.882 -4.225 -1.698
H 0.306 -6.325 -1.232
H 2.716 -6.293 -0.686
H 3.945 -4.143 -0.640
H 2.775 -2.040 -1.110
H -1.249 -1.377 -4.346
H -3.520 -1.934 -5.107
H -5.212 -2.733 -3.493
H -4.624 -2.966 -1.102
H -2.357 -2.383 -0.329
N 1.212 5.383 2.612
C 0.809 4.312 2.772
N 0.373 3.085 3.034
C -0.042 2.326 2.116
N -0.512 1.566 1.350
```

## Properties
Orbital gap: 7.8 eV
HOMO: -8.61 eV
Molecular weight: 712.95 g mol⁻¹
LUMO energy: -0.804 eV


--- ii ---
This record from the Open Molecules 2025 dataset describes C25H17ClN5O4PPt as an isolated structure. The level of theory is ωB97M-V with the def2-TZVPD basis set.

XYZ file:
```
54
Properties=species:S:1:pos:R:3
Pt -0.266 -0.894 0.813
O 0.124 -1.093 6.625
C -0.424 -2.214 6.184
O -0.783 -3.095 6.920
C -0.612 -2.354 4.709
C -1.162 -3.479 4.122
N -1.189 -3.284 2.799
N -0.680 -2.089 2.486
C -0.325 -1.509 3.626
C 0.291 -0.150 3.511
O 0.661 0.452 4.506
O 0.412 0.297 2.303
H 0.363 -0.470 5.890
H -1.524 -4.387 4.572
H -1.522 -3.948 2.100
Cl 2.019 -1.846 -1.899
C 0.778 -1.177 -2.909
C 0.578 -1.739 -4.157
C -0.404 -1.223 -4.989
C -1.175 -0.150 -4.574
C -0.967 0.407 -3.321
C 0.010 -0.099 -2.467
P 0.246 0.583 -0.800
C 1.917 1.279 -0.821
C 2.598 1.508 0.372
C 3.855 2.094 0.344
C 4.434 2.451 -0.865
C 3.756 2.225 -2.055
C 2.500 1.641 -2.036
C -0.873 2.005 -0.706
C -0.457 3.297 -1.009
C -1.364 4.347 -0.955
C -2.684 4.110 -0.603
C -3.102 2.822 -0.296
C -2.200 1.772 -0.341
H 1.188 -2.577 -4.466
H -0.563 -1.666 -5.964
H -1.941 0.256 -5.221
H -1.574 1.243 -3.000
H 2.145 1.236 1.315
H 4.382 2.268 1.272
H 5.417 2.904 -0.881
H 4.207 2.499 -2.999
H 1.979 1.459 -2.968
H 0.573 3.490 -1.278
H -1.034 5.352 -1.184
H -3.387 4.931 -0.558
H -4.130 2.636 -0.012
H -2.520 0.768 -0.090
N -2.133 -5.725 1.075
C -1.788 -5.172 0.117
N -1.388 -4.540 -0.983
C -1.212 -3.294 -0.741
N -1.051 -2.160 -0.515
```

## Properties
Orbital gap: 9.1 eV
HOMO: -9.22 eV
Molecular weight: 712.95 g mol⁻¹
LUMO energy: -0.131 eV


Stability, highest: ii


--- i ---
This record from the Open Molecules 2025 dataset describes C31H32N6O6SSn as an isolated structure. The level of theory is ωB97M-V with the def2-TZVPD basis set.

XYZ file:
```
77
Properties=species:S:1:pos:R:3
Sn -0.181 -0.231 -0.131
C 4.076 -0.026 1.744
C 2.723 -0.271 1.506
N 2.081 0.168 0.433
C 2.774 0.911 -0.466
C 4.138 1.195 -0.317
C 4.790 0.702 0.827
C 4.825 1.961 -1.315
C 4.170 2.412 -2.404
C 2.773 2.145 -2.578
C 2.050 2.599 -3.699
C 0.716 2.310 -3.802
C 0.094 1.578 -2.785
N 0.752 1.151 -1.714
C 2.077 1.411 -1.614
H 4.534 -0.417 2.641
H 2.159 -0.851 2.219
H 5.843 0.904 0.973
H 5.878 2.166 -1.174
H 4.685 2.987 -3.163
H 2.557 3.170 -4.466
H 0.129 2.634 -4.648
H -0.957 1.331 -2.826
O 0.252 -7.573 2.384
C -0.345 -6.677 3.193
O -0.888 -7.010 4.200
C -0.268 -5.228 2.784
C -1.311 -4.397 3.176
C -1.269 -3.044 2.896
C -0.156 -2.515 2.252
C 0.876 -3.340 1.825
C 0.821 -4.698 2.099
N -0.096 -1.114 1.995
C -0.468 -0.290 2.888
C -0.655 1.128 2.550
C -0.989 2.066 3.504
C -1.228 3.375 3.095
C -1.139 3.689 1.751
C -0.806 2.691 0.846
N -0.557 1.448 1.246
H 0.495 -7.178 1.539
H -2.154 -4.826 3.701
H -2.115 -2.412 3.135
H 1.736 -2.924 1.317
H 1.653 -5.333 1.816
H -0.700 -0.617 3.900
H -1.074 1.776 4.542
H -1.497 4.132 3.820
H -1.341 4.688 1.391
H -0.764 2.880 -0.218
O -2.813 -1.622 -1.898
S -2.831 -0.672 -0.812
O -4.070 -0.161 -0.347
O -1.840 0.492 -1.170
O -1.968 -1.255 0.345
C 1.820 -5.137 -3.840
C 1.411 -5.160 -2.375
N 0.510 -4.057 -1.993
C -0.942 -4.282 -2.170
C -1.473 -3.844 -3.527
C 0.972 -2.888 -1.594
C 2.449 -2.705 -1.408
N 0.159 -1.849 -1.427
H 2.521 -5.948 -4.035
H 2.308 -4.199 -4.106
H 0.964 -5.272 -4.497
H 2.290 -5.137 -1.733
H 0.883 -6.083 -2.143
H -1.469 -3.771 -1.362
H -1.104 -5.349 -2.023
H -1.218 -2.808 -3.750
H -2.559 -3.908 -3.520
H -1.093 -4.477 -4.327
H 2.854 -3.389 -0.665
H 2.665 -1.684 -1.118
H 2.965 -2.903 -2.347
H -0.802 -2.052 -1.724
```

## Properties
Net charge: +2
Orbital gap: 7.6 eV
HOMO: -14.52 eV
Molecular weight: 735.41 g mol⁻¹
LUMO energy: -6.915 eV


--- ii ---
This record from the Open Molecules 2025 dataset describes C31H32N6O6SSn as an isolated structure. The level of theory is ωB97M-V with the def2-TZVPD basis set.

XYZ file:
```
77
Properties=species:S:1:pos:R:3
Sn -0.787 0.856 0.949
C 3.551 2.537 0.848
C 2.413 1.774 1.109
N 1.250 1.980 0.508
C 1.169 2.995 -0.387
C 2.261 3.803 -0.726
C 3.481 3.548 -0.076
C 2.103 4.839 -1.706
C 0.915 5.038 -2.314
C -0.221 4.226 -1.985
C -1.480 4.376 -2.596
C -2.512 3.551 -2.232
C -2.304 2.588 -1.239
N -1.127 2.443 -0.641
C -0.095 3.228 -1.018
H 4.468 2.315 1.375
H 2.455 0.975 1.832
H 4.349 4.153 -0.305
H 2.960 5.453 -1.949
H 0.798 5.815 -3.058
H -1.622 5.139 -3.352
H -3.489 3.633 -2.686
H -3.096 1.935 -0.904
O 3.008 -5.655 -0.986
C 1.806 -5.350 -0.476
O 0.850 -6.028 -0.720
C 1.671 -4.088 0.339
C 0.527 -3.978 1.124
C 0.240 -2.807 1.804
C 1.099 -1.725 1.664
C 2.264 -1.827 0.917
C 2.559 -3.020 0.276
N 0.698 -0.448 2.180
C 0.634 -0.191 3.419
C 0.033 1.081 3.861
C 0.029 1.452 5.186
C -0.609 2.637 5.549
C -1.222 3.395 4.573
C -1.184 2.956 3.255
N -0.556 1.838 2.913
H 3.723 -5.144 -0.590
H -0.147 -4.824 1.172
H -0.675 -2.707 2.374
H 2.933 -0.982 0.821
H 3.465 -3.062 -0.318
H 0.986 -0.892 4.174
H 0.499 0.818 5.927
H -0.638 2.947 6.585
H -1.751 4.306 4.815
H -1.699 3.490 2.467
O -3.780 -0.877 0.756
S -3.284 -0.028 1.811
O -4.110 0.261 2.929
O -2.781 1.315 1.141
O -1.882 -0.534 2.219
C -0.370 -2.950 -4.300
C 0.192 -3.131 -2.900
N -0.598 -2.445 -1.860
C -1.806 -3.150 -1.378
C -3.096 -2.649 -2.012
C -0.279 -1.250 -1.402
C 0.912 -0.533 -1.961
N -1.001 -0.658 -0.460
H 0.284 -3.437 -5.022
H -0.447 -1.895 -4.565
H -1.357 -3.400 -4.394
H 1.222 -2.786 -2.845
H 0.207 -4.186 -2.625
H -1.842 -3.067 -0.290
H -1.652 -4.205 -1.598
H -3.256 -1.585 -1.839
H -3.939 -3.170 -1.562
H -3.106 -2.837 -3.084
H 1.829 -1.084 -1.758
H 0.996 0.457 -1.521
H 0.818 -0.423 -3.041
H -1.857 -1.145 -0.187
```

## Properties
Net charge: +2
Orbital gap: 8.0 eV
HOMO: -14.72 eV
Molecular weight: 735.41 g mol⁻¹
LUMO energy: -6.748 eV


Stability, highest: ii